{
  "formula": "C16H49Cr2O13S",
  "method": "the ωB97M-V functional and the def2-TZVPD basis",
  "elements": ["Cr", "Cr", "S", "O", "O", "O", "O", "O", "H", "C", "C", "O", "H", "H", "H", "H", "H", "H", "C", "C", "O", "H", "H", "H", "H", "H", "H", "C", "C", "O", "H", "H", "H", "H", "H", "H", "C", "C", "O", "H", "H", "H", "H", "H", "H", "C", "C", "O", "H", "H", "H", "H", "H", "H", "C", "C", "O", "H", "H", "H", "H", "H", "H", "C", "C", "O", "H", "H", "H", "H", "H", "H", "C", "C", "O", "H", "H", "H", "H", "H", "H"],
  "xyz": [[18.404, -5.216, -5.108], [20.001, -4.064, -8.235], [20.528, -3.624, -5.221], [19.085, -3.259, -5.234], [20.439, -5.025, -4.823], [20.987, -3.500, -6.610], [21.227, -2.816, -4.238], [18.682, -5.218, -7.163], [17.974, -5.691, -7.611], [18.407, -1.356, -0.691], [19.216, -1.570, -1.967], [19.859, -2.856, -1.927], [19.059, -1.236, 0.174], [17.795, -2.243, -0.521], [17.794, -0.459, -0.755], [20.005, -0.817, -2.027], [18.633, -1.480, -2.889], [20.520, -2.855, -2.658], [25.998, -2.625, -4.556], [24.551, -3.063, -4.776], [23.823, -2.951, -3.568], [26.099, -1.604, -4.192], [26.493, -2.718, -5.526], [26.514, -3.289, -3.864], [24.531, -4.133, -5.026], [24.125, -2.472, -5.596], [22.866, -2.961, -3.762], [17.712, -5.431, -0.676], [18.161, -5.915, -2.055], [18.274, -4.807, -2.932], [18.571, -4.964, -0.190], [17.402, -6.238, -0.011], [16.861, -4.751, -0.727], [17.490, -6.701, -2.409], [19.152, -6.361, -1.910], [18.846, -4.112, -2.498], [23.292, -6.015, -1.747], [22.919, -6.924, -2.914], [21.509, -6.847, -3.093], [22.642, -6.294, -0.916], [23.000, -4.985, -1.954], [24.343, -6.047, -1.464], [23.135, -7.964, -2.666], [23.432, -6.645, -3.841], [21.264, -6.147, -3.719], [22.142, -7.646, -6.517], [23.479, -7.146, -7.059], [23.399, -6.726, -8.402], [21.773, -8.510, -7.070], [21.400, -6.840, -6.574], [22.278, -7.918, -5.471], [24.207, -7.962, -7.087], [23.881, -6.400, -6.362], [22.567, -6.259, -8.518], [23.381, -3.069, -10.554], [22.682, -2.887, -9.213], [21.256, -2.767, -9.428], [22.970, -2.362, -11.284], [23.163, -4.041, -10.998], [24.453, -2.894, -10.514], [23.158, -2.043, -8.710], [22.849, -3.726, -8.535], [21.129, -2.019, -10.027], [17.862, 1.158, -6.768], [18.489, 0.054, -5.939], [17.725, -1.113, -6.201], [16.830, 1.301, -6.450], [17.840, 0.846, -7.813], [18.415, 2.091, -6.652], [18.507, 0.403, -4.900], [19.528, -0.118, -6.253], [18.131, -1.842, -5.700], [22.895, 1.679, -5.063], [22.747, 0.175, -4.895], [21.653, -0.142, -4.041], [22.968, 2.192, -4.107], [22.036, 2.073, -5.614], [23.736, 1.963, -5.696], [23.640, -0.219, -4.400], [22.652, -0.335, -5.861], [21.469, -1.094, -4.138]],
  "mulliken_charge": [0.21, 0.55, 1.27, -0.21, -0.16, -0.04, -0.37, -0.59, 0.15, -1.32, 0.41, -0.60, 0.35, 0.20, 0.40, 0.29, -0.03, 0.21, -1.50, 0.53, -0.55, 0.35, 0.38, 0.35, 0.11, 0.02, 0.21, -1.24, -0.19, -0.27, 0.33, 0.43, 0.26, 0.47, 0.19, 0.24, -1.08, 0.19, -0.43, 0.32, 0.13, 0.38, 0.33, -0.07, 0.22, -0.62, 0.22, -0.54, 0.37, -0.14, 0.26, 0.36, -0.19, 0.23, -1.27, 0.39, -0.44, 0.38, 0.31, 0.38, 0.11, 0.12, 0.31, -1.43, 0.37, -0.63, 0.35, 0.32, 0.38, 0.14, 0.06, 0.29, -1.43, 0.59, -0.53, 0.33, 0.30, 0.40, 0.17, -0.14, 0.38],
  "e_homo_ha": [-0.43219, -0.43219],
  "spin_multiplicity": 9,
  "total_charge": 1,
  "s_squared": 20.02,
  "gap_ev": [6.45, 6.72]
}

---

{
  "formula": "C4H8N2O",
  "method": "the ωB97M-V functional and the def2-TZVPD basis",
  "elements": ["C", "C", "N", "C", "C", "N", "O", "H", "H", "H", "H", "H", "H", "H", "H"],
  "xyz": [[0.272, -0.386, -1.993], [0.437, 0.141, -0.616], [1.419, 0.029, 0.249], [0.676, 0.309, 1.456], [-0.429, 0.601, 0.516], [-1.604, 1.086, 0.432], [-2.084, 1.462, 1.664], [1.232, -0.710, -2.405], [-0.146, 0.386, -2.648], [-0.416, -1.240, -2.009], [0.034, -2.582, 0.571], [2.353, -0.344, 0.114], [1.090, 1.066, 2.120], [0.134, -2.068, 1.108], [-2.954, 1.828, 1.455]],
  "mulliken_charge": [-1.17, 0.09, 0.12, -0.87, 1.07, -0.51, -0.35, 0.37, 0.30, 0.23, 0.09, 0.18, 0.17, -0.10, 0.38],
  "e_homo_ha": [-0.25710, -0.25716],
  "relative_energy_ev": 6.910,
  "gap_ev": [7.12, 7.12]
}

---

{
  "formula": "C9H16N2O",
  "method": "the ωB97M-V functional and the def2-TZVPD basis",
  "elements": ["C", "O", "N", "C", "C", "C", "C", "C", "N", "C", "C", "C", "H", "H", "H", "H", "H", "H", "H", "H", "H", "H", "H", "H", "H", "H", "H", "H"],
  "xyz": [[-2.631, -0.355, -2.890], [-1.585, -0.327, -1.944], [-0.485, -1.106, -2.449], [0.471, -1.094, -1.613], [0.474, -0.348, -0.308], [-0.492, -0.985, 0.724], [-0.462, -0.189, 2.054], [0.978, 0.014, 2.517], [1.782, 0.657, 1.395], [1.117, 1.836, 0.753], [0.232, 1.232, -0.360], [1.887, -0.322, 0.345], [-3.523, 0.066, -2.245], [-2.343, 0.368, -3.730], [-2.920, -1.388, -3.197], [1.423, -1.597, -1.986], [-1.466, -1.040, 0.274], [-0.119, -2.038, 0.899], [-0.983, -0.773, 2.839], [-0.964, 0.801, 2.003], [1.485, -0.935, 2.760], [1.082, 0.651, 3.419], [1.914, 2.479, 0.356], [0.629, 2.348, 1.562], [-0.851, 1.540, -0.248], [0.532, 1.685, -1.306], [2.231, -1.255, 0.745], [2.591, 0.075, -0.370]],
  "mulliken_charge": [-0.59, -0.10, -0.56, -0.57, 1.76, -0.88, -0.45, -0.73, -0.19, -0.70, -0.71, -1.55, 0.21, 0.23, 0.25, 0.33, 0.42, 0.34, 0.41, 0.22, 0.37, 0.31, 0.28, 0.33, 0.20, 0.45, 0.48, 0.45],
  "e_homo_ha": -0.30520,
  "smiles": "CO/N=C\\[C@]12CCCN(CC1)C2",
  "relative_energy_ev": 3.266,
  "gap_ev": 9.21
}

---

{
  "formula": "C4H4O4",
  "method": "the ωB97M-V functional and the def2-TZVPD basis",
  "elements": ["O", "C", "C", "O", "C", "C", "O", "O", "H", "H", "H", "H"],
  "xyz": [[-0.278, 2.814, 1.191], [-0.100, 1.524, 1.058], [0.037, 0.923, -0.411], [1.194, 0.122, -0.588], [-0.068, -0.482, -0.968], [-0.401, -1.592, -0.071], [-1.402, -2.277, -0.303], [0.593, -1.886, 0.803], [-0.364, 0.631, 1.939], [-0.001, 1.711, -1.248], [-0.411, -0.610, -2.005], [1.199, -0.878, 0.603]],
  "mulliken_charge": [-0.44, -0.05, 0.12, -0.47, 0.22, 0.29, -0.57, -0.53, 0.23, 0.32, 0.42, 0.46],
  "e_homo_ha": -0.39997,
  "smiles": "O=C[C@H]1O[C@H]1C(=O)O",
  "relative_energy_ev": 4.347,
  "gap_ev": 9.88
}

---

{
  "formula": "C3H4F2O",
  "method": "the ωB97M-V functional and the def2-TZVPD basis",
  "elements": ["C", "C", "O", "C", "F", "F", "H", "H", "H", "H"],
  "xyz": [[-0.078, 1.324, -0.209], [-0.344, -0.038, 0.451], [-1.086, -1.032, -0.335], [0.227, -1.289, -0.155], [1.102, -1.425, -1.164], [0.508, -2.320, 0.731], [-0.382, 1.389, -1.209], [0.980, 1.502, -0.189], [-0.547, 2.040, 0.561], [-0.380, -0.148, 1.518]],
  "mulliken_charge": [-1.06, -0.15, -0.43, 0.84, -0.24, -0.26, 0.36, 0.28, 0.27, 0.40],
  "e_homo_ha": -0.40287,
  "smiles": "C[C@H]1OC1(F)F",
  "relative_energy_ev": 1.076,
  "gap_ev": 11.91
}

---

{
  "formula": "C37H34ClN2O9P2ReS3",
  "method": "the ωB97M-V functional and the def2-TZVPD basis",
  "elements": ["Re", "C", "C", "C", "C", "C", "C", "C", "S", "O", "C", "C", "C", "C", "C", "C", "C", "C", "C", "C", "C", "C", "C", "C", "C", "C", "C", "C", "C", "C", "S", "O", "C", "C", "C", "C", "C", "C", "C", "H", "H", "H", "H", "H", "H", "H", "H", "H", "H", "H", "H", "H", "H", "H", "H", "H", "H", "H", "H", "H", "H", "H", "H", "H", "H", "O", "P", "O", "O", "O", "P", "O", "O", "O", "H", "H", "Cl", "S", "C", "N", "C", "C", "N", "H", "H", "H", "H", "H", "H"],
  "xyz": [[-0.086, 1.530, -1.231], [6.976, -1.304, 1.481], [5.583, -1.010, 1.005], [5.227, 0.249, 0.534], [3.935, 0.515, 0.102], [3.005, -0.506, 0.152], [3.322, -1.776, 0.616], [4.612, -2.017, 1.041], [1.288, -0.286, -0.307], [0.918, -1.483, -1.072], [0.550, -0.314, 1.327], [1.139, 0.543, 2.284], [0.522, 0.756, 3.477], [-0.751, 0.192, 3.728], [-1.444, 0.471, 4.928], [-2.692, -0.042, 5.147], [-3.306, -0.845, 4.166], [-2.653, -1.145, 3.003], [-1.352, -0.649, 2.755], [-0.662, -0.931, 1.535], [-1.268, -1.946, 0.619], [-1.318, -3.282, 1.146], [-0.619, -3.646, 2.327], [-0.628, -4.934, 2.783], [-1.345, -5.932, 2.097], [-2.025, -5.620, 0.956], [-2.016, -4.301, 0.446], [-2.665, -3.978, -0.764], [-2.522, -2.740, -1.309], [-1.795, -1.736, -0.639], [-1.712, -0.216, -1.650], [-3.030, 0.409, -1.530], [-1.563, -0.808, -3.331], [-0.693, -1.814, -3.730], [-0.616, -2.120, -5.075], [-1.367, -1.423, -6.024], [-1.252, -1.760, -7.481], [-2.204, -0.397, -5.592], [-2.303, -0.080, -4.249], [7.643, -0.460, 1.321], [7.378, -2.175, 0.962], [6.970, -1.536, 2.547], [5.968, 1.037, 0.503], [3.659, 1.496, -0.271], [2.568, -2.554, 0.628], [4.875, -2.999, 1.415], [2.093, 1.005, 2.062], [0.993, 1.366, 4.238], [-0.967, 1.098, 5.672], [-3.214, 0.163, 6.073], [-4.305, -1.225, 4.332], [-3.137, -1.755, 2.252], [-0.042, -2.901, 2.857], [-0.071, -5.190, 3.675], [-1.339, -6.947, 2.472], [-2.567, -6.382, 0.411], [-3.248, -4.735, -1.272], [-2.976, -2.508, -2.264], [-0.087, -2.337, -3.003], [0.056, -2.903, -5.403], [-1.218, -2.838, -7.633], [-0.332, -1.342, -7.896], [-2.086, -1.353, -8.049], [-2.768, 0.178, -6.314], [-2.942, 0.726, -3.911], [-0.994, 5.306, -3.239], [-0.468, 3.818, -3.296], [-0.680, 3.168, -4.580], [-1.077, 3.110, -2.039], [1.116, 3.959, -2.956], [1.856, 4.129, -1.544], [1.204, 5.488, -0.958], [3.305, 4.172, -1.683], [1.290, 3.048, -0.578], [-0.981, 5.708, -2.360], [1.729, 6.242, -1.274], [0.995, 1.031, -3.088], [-1.695, 1.915, 0.568], [-1.221, 3.210, 1.572], [-1.962, 3.574, 2.618], [-1.397, 4.723, 3.320], [-0.097, 4.985, 2.523], [-0.148, 3.970, 1.474], [-2.845, 3.144, 2.837], [-1.195, 4.476, 4.362], [-2.077, 5.573, 3.287], [0.789, 4.851, 3.144], [-0.070, 5.984, 2.091], [0.530, 3.863, 0.721]],
  "mulliken_charge": [1.29, -1.49, 1.01, -1.05, -0.12, -0.18, -0.61, -0.91, 1.53, -0.43, 0.83, -0.94, -1.30, 1.02, -0.99, -0.73, -0.93, -1.02, 0.90, 0.17, -0.05, 1.19, -0.98, -0.91, -0.63, -1.02, 0.88, -1.36, -0.97, 0.53, 2.00, -0.70, -0.41, 0.01, -0.97, 1.04, -1.53, -0.90, -0.97, 0.36, 0.37, 0.33, 0.38, 0.66, 0.55, 0.42, 0.50, 0.49, 0.51, 0.43, 0.48, 0.51, 0.45, 0.45, 0.42, 0.47, 0.45, 0.75, 0.60, 0.43, 0.39, 0.30, 0.40, 0.36, 0.55, -0.51, 0.42, -0.62, -0.41, -0.24, 0.84, -0.55, -0.72, -0.67, 0.33, 0.32, -0.25, -0.44, 0.20, 0.01, -0.53, -0.65, 0.63, 0.21, 0.29, 0.34, 0.36, 0.33, 0.02],
  "e_homo_ha": [-0.39957, -0.39954],
  "spin_multiplicity": 2,
  "total_charge": 1,
  "s_squared": 0.76,
  "relative_energy_ev": 1.943,
  "gap_ev": [5.34, 5.74]
}

---

Question: Which formula does entry 3 have?
Answer: C9H16N2O

---

Question: What is the formula in the fifth record?
Answer: C3H4F2O